66
Properties=species:S:1:pos:R:3 method="wB97M-V/def2-TZVPD" charge=-1 mol_weight_g_mol=833.61 e_lumo_ev="2.4 / 0.7" e_tot_ev=-64793.863 homo_energy_ev="-2.54 / -5.19" spin_multiplicity=6 largest_force_ev_per_a=0.3 homo_lumo_gap_ev="4.91 / 5.90" s_squared=8.819
Pt 0.1465 -0.6211 -0.4291
C -1.5417 -2.5164 1.9878
C -1.3137 -1.4428 3.0071
C -2.2225 -1.2770 4.0370
C -2.0237 -0.3229 5.0238
C -0.8862 0.4714 4.9869
C 0.0831 0.3196 4.0073
C 1.2489 1.2669 4.0099
C -0.1292 -0.6563 2.9859
N 0.7062 -0.8579 1.9470
C 2.1374 -0.7583 2.0966
O 2.6312 -1.0895 3.1866
C 2.8848 -0.4309 0.9341
C 4.3059 -0.3567 0.9476
C 4.9863 -0.0821 -0.1991
C 4.2861 0.1348 -1.4180
C 2.9195 0.0484 -1.3969
N 2.2558 -0.2201 -0.2665
C 2.0976 0.2354 -2.6646
O 2.6858 0.5495 -3.7012
N 0.7830 0.0205 -2.5243
C -0.0360 0.0238 -3.6709
C 0.0969 -0.9573 -4.6666
C 1.1587 -2.0170 -4.5955
C -0.7798 -0.9526 -5.7457
C -1.7826 -0.0026 -5.8601
C -1.9039 0.9633 -4.8757
C -1.0434 0.9897 -3.7851
C -1.1911 2.0624 -2.7460
H -2.5189 -2.9732 2.1428
H -0.7744 -3.2883 2.0584
H -1.4987 -2.1257 0.9639
H -3.1048 -1.9055 4.0609
H -2.7583 -0.1876 5.8076
H -0.7442 1.2402 5.7368
H 1.0376 2.0993 4.6805
H 1.4428 1.6619 3.0095
H 2.1555 0.7613 4.3383
H 4.8089 -0.5330 1.8877
H 6.0674 -0.0293 -0.1859
H 4.7791 0.3597 -2.3519
H 1.1077 -2.5766 -3.6588
H 2.1488 -1.5630 -4.6515
H 1.0411 -2.7241 -5.4165
H -0.6687 -1.7162 -6.5069
H -2.4594 -0.0167 -6.7049
H -2.6719 1.7246 -4.9512
H -1.8650 2.8434 -3.0990
H -0.2287 2.5069 -2.4966
H -1.5892 1.6513 -1.8161
O -1.8703 0.1248 -0.0428
N -2.0867 1.0883 0.8606
C -3.3171 1.1222 1.4266
C -3.6631 2.1000 2.3136
C -2.7057 3.0709 2.6393
C -1.4599 3.0102 2.0719
C -1.1141 1.9944 1.1544
S 0.4181 1.8556 0.4348
H -3.9658 0.3204 1.1102
H -4.6490 2.0926 2.7515
H -2.9408 3.8536 3.3472
H -0.6904 3.7292 2.3110
I 1.5930 -3.9428 0.4037
C 0.7631 -2.5817 -1.0226
H -0.1099 -3.0915 -1.4361
H 1.5318 -2.4798 -1.7827